12 unconnected molecules or ions with the total composition C48H108F12N12O24S12 at a distorted geometry, computed with ωB97M-V/def2-TZVPD.

XYZ file:
```
216
Properties=species:S:1:pos:R:3:mulliken_charge:R:1
C -3.4439 -1.3246 -0.4089 -0.63
C -2.2341 -0.6353 0.3172 0.33
C -1.1571 0.0069 -0.5855 -0.31
N -0.1246 0.8649 0.1959 1.18
C -0.7539 2.1952 0.5083 0.33
C 0.4651 0.1767 1.4372 0.74
C 1.8178 0.8751 1.5382 0.36
C 2.3586 0.9210 0.1490 2.33
C 1.1131 1.0257 -0.7777 0.78
H -4.3439 -1.4403 0.1954 -0.23
H -3.3773 -2.3601 -0.7455 0.23
H -3.6756 -0.7662 -1.3181 0.37
H -1.8909 -1.3776 1.0376 0.07
H -2.6399 0.2048 0.8820 0.09
H -1.5031 0.5498 -1.4651 0.43
H -0.5636 -0.8161 -0.9833 -0.56
H -1.7694 2.1063 0.8896 0.25
H -0.7414 2.6362 -0.4901 -0.43
H -0.0513 2.8652 1.0031 -0.02
H -0.1623 0.3746 2.3069 -0.75
H 0.4226 -0.8812 1.1795 0.05
H 1.8723 1.9183 1.8506 -0.96
H 2.5051 0.4217 2.2530 0.90
H 3.0486 1.7463 -0.0233 -0.47
H 2.8265 -0.0496 -0.0133 -1.69
H 1.0284 1.9393 -1.3647 -0.16
H 1.2156 0.2026 -1.4857 -0.59
C -6.0254 -0.2307 3.6157 -1.43
C -6.8709 -1.1194 2.6686 0.65
C -7.7734 -0.3258 1.6920 -1.01
N -8.1658 -1.1011 0.3543 0.44
C -9.0036 -2.3529 0.6900 -0.98
C -6.8986 -1.4304 -0.4543 0.85
C -7.3211 -1.4088 -1.9007 0.02
C -8.7734 -0.8643 -1.9699 -1.03
C -9.0636 -0.2501 -0.5745 -0.59
H -5.7303 -0.8697 4.4470 0.31
H -6.5271 0.6256 4.0681 0.47
H -5.1294 0.1984 3.1670 0.19
H -7.4743 -1.7736 3.2992 0.39
H -6.3166 -1.8696 2.1035 -0.25
H -7.2438 0.5667 1.3581 0.30
H -8.7455 -0.0194 2.0781 0.49
H -9.8203 -2.0494 1.3423 0.28
H -8.2435 -2.9967 1.1337 0.46
H -9.2497 -2.8606 -0.2420 0.39
H -6.5218 -2.3657 -0.0414 -0.69
H -6.1986 -0.5976 -0.3898 0.12
H -7.4241 -2.4309 -2.2675 0.33
H -6.7222 -0.8783 -2.6392 -0.16
H -9.5587 -1.5627 -2.2566 0.40
H -8.7469 -0.0682 -2.7140 0.39
H -10.1041 -0.2768 -0.2543 0.38
H -8.6636 0.7605 -0.4923 0.44
C 5.4589 0.0752 5.0953 -1.13
C 6.5996 0.7729 4.2935 -0.78
C 5.9966 1.4213 3.0369 0.31
N 6.8524 2.5689 2.4669 0.92
C 8.2016 2.0073 2.0943 -0.91
C 6.9025 3.7676 3.4289 -0.59
C 6.7753 5.0237 2.5535 -0.76
C 6.7730 4.5335 1.0920 -0.74
C 6.1937 3.1427 1.2305 0.08
H 4.6889 0.8394 5.2079 0.32
H 5.8107 -0.1405 6.1036 0.42
H 4.9967 -0.7814 4.6058 0.10
H 7.3962 0.0853 4.0066 0.38
H 7.1613 1.5182 4.8579 0.49
H 5.0416 1.8530 3.3375 0.37
H 5.8631 0.6522 2.2763 -0.31
H 8.8639 2.8223 1.8020 0.49
H 8.0870 1.3025 1.2727 0.06
H 8.6597 1.6396 3.0117 0.40
H 7.8705 3.7154 3.9267 0.42
H 6.1169 3.7069 4.1810 0.37
H 7.4653 5.8502 2.7202 0.43
H 5.7898 5.4727 2.6812 0.18
H 7.7585 4.4785 0.6291 0.39
H 6.1290 5.0896 0.4113 0.45
H 6.3542 2.5042 0.3618 -0.26
H 5.1197 3.2012 1.4094 -0.02
C -3.5895 -5.8398 -4.5193 -1.35
C -3.7532 -4.5028 -5.2732 -0.59
C -2.9711 -3.3899 -4.4792 -0.40
N -3.3560 -1.9744 -4.7725 0.52
C -4.6800 -1.6249 -4.0746 -1.46
C -2.1429 -1.0901 -4.2886 0.73
C -1.0585 -1.2135 -5.4154 -0.43
C -1.9050 -1.6458 -6.6922 -0.90
C -3.3730 -1.6609 -6.3056 -0.72
H -4.1379 -5.8027 -3.5784 0.27
H -2.5332 -6.0869 -4.4125 0.37
H -4.0131 -6.6603 -5.0989 0.42
H -4.8353 -4.3704 -5.2376 0.29
H -3.4089 -4.5780 -6.3042 0.38
H -1.9470 -3.5016 -4.8352 0.67
H -2.9598 -3.4872 -3.3937 -0.03
H -4.5711 -1.8707 -3.0193 0.16
H -5.5078 -2.1186 -4.5834 0.49
H -4.9491 -0.5793 -4.2263 0.78
H -2.6180 -0.1109 -4.2325 0.19
H -1.8014 -1.4815 -3.3306 -0.57
H -0.5131 -0.2934 -5.6240 0.35
H -0.2629 -1.8971 -5.1205 0.30
H -1.7854 -1.0141 -7.5732 0.41
H -1.6537 -2.5879 -7.1809 0.34
H -3.9152 -0.7194 -6.3932 0.50
H -3.9716 -2.3950 -6.8441 0.46
C 3.5657 4.4842 -2.1876 -1.21
C 2.6438 5.6285 -1.9212 -0.35
C 1.3866 5.2701 -1.1344 0.82
N 0.3411 6.3889 -1.1657 0.71
C 0.8611 7.6899 -0.5544 -0.96
C -0.8614 5.9407 -0.3678 0.32
C -2.0969 6.5535 -0.9838 -0.79
C -1.6692 7.1391 -2.3248 -0.84
C -0.3098 6.5929 -2.5169 0.06
H 4.5708 4.8063 -2.4589 0.52
H 3.2153 3.8171 -2.9751 0.20
H 3.6656 3.8201 -1.3272 -0.10
H 2.4190 6.0096 -2.9183 0.21
H 3.2316 6.3874 -1.4033 0.40
H 1.6482 5.0721 -0.0946 0.22
H 0.9940 4.3465 -1.5600 -0.67
H 1.3287 7.5631 0.4209 0.16
H -0.0216 8.3240 -0.4806 0.45
H 1.5504 7.9923 -1.3420 0.43
H -0.8479 6.1030 0.7096 0.66
H -1.0242 4.8762 -0.5357 -0.85
H -2.6376 7.2899 -0.3896 0.35
H -2.7975 5.7439 -1.1878 0.34
H -1.6222 8.2273 -2.2659 0.34
H -2.3559 6.9164 -3.1406 0.43
H 0.2991 7.2035 -3.1830 0.48
H -0.4103 5.5976 -2.9482 -0.32
C 1.4978 -2.6486 4.0829 -1.66
C 2.0651 -2.9501 2.7300 2.11
C 3.3191 -3.8691 2.8588 -1.56
N 4.1932 -4.0937 1.6308 0.77
C 4.5056 -2.9021 0.7598 -1.40
C 5.6074 -4.6203 1.9866 -0.58
C 5.9916 -5.5651 0.7977 -0.54
C 4.6873 -5.8610 0.0302 -0.96
C 3.5659 -5.1272 0.7570 -0.24
H 1.0461 -3.5589 4.4802 0.46
H 0.6852 -1.9423 3.9174 0.24
H 2.2617 -2.4619 4.8378 0.45
H 2.4007 -2.0363 2.2363 -0.61
H 1.3780 -3.3698 1.9948 -0.26
H 3.0712 -4.8354 3.2979 0.37
H 4.0150 -3.4159 3.5662 0.54
H 5.1293 -3.2840 -0.0467 0.73
H 4.9654 -2.0698 1.2915 0.59
H 3.6712 -2.4578 0.2174 -0.42
H 6.3139 -3.8046 2.1370 0.26
H 5.6226 -5.1494 2.9396 0.49
H 6.7417 -5.0432 0.2040 0.26
H 6.4992 -6.4498 1.1812 0.38
H 4.7945 -5.5827 -1.0186 0.41
H 4.5404 -6.9330 -0.1018 0.45
H 2.8351 -4.6301 0.1197 -0.22
H 2.9765 -5.7469 1.4325 0.74
N -3.3260 -0.5096 5.5591 -0.62
S -2.8578 -1.9661 4.6970 1.10
O -1.4996 -2.4645 4.9026 -0.56
O -3.4138 -2.1684 3.3834 -0.39
F -3.6579 -3.0382 5.5693 -0.33
S -2.2031 0.2534 4.9229 1.18
O -2.3204 0.5212 3.4941 -0.30
O -0.9043 0.0784 5.5555 -0.61
F -2.6816 1.6184 5.5713 -0.35
N 0.9964 4.3528 5.0712 -0.59
S 1.8075 4.7378 3.6039 1.05
O 1.2836 4.2122 2.3427 -0.45
O 3.2744 4.8310 3.7189 -0.60
F 1.3076 6.2757 3.5512 -0.33
S 0.9509 2.8924 4.7840 0.79
O 2.2127 2.1824 4.4520 -0.39
O -0.2404 2.3254 4.1513 -0.45
F 0.7938 2.5625 6.3591 -0.35
N 6.4102 -0.1165 -0.1421 -0.04
S 7.6016 -1.3036 -0.1329 0.99
O 8.8438 -0.8664 -0.7717 -0.64
O 7.1534 -2.6466 -0.3927 -0.43
F 7.9157 -1.2160 1.4590 -0.27
S 6.1969 -0.0887 -1.6399 0.83
O 5.9103 -1.2847 -2.4065 -0.57
O 6.8908 1.0463 -2.2608 -0.71
F 4.6782 0.5321 -1.6374 -0.12
N 1.0786 -2.5436 -0.6050 0.13
S 1.7408 -2.5742 -2.1618 0.40
O 1.0980 -1.6828 -3.0879 -0.32
O 2.5075 -3.7326 -2.6884 -0.67
F 3.0066 -1.6364 -1.7964 -0.10
S 0.1174 -3.6627 -0.9340 0.32
O 0.6337 -5.0118 -0.9830 -0.63
O -1.0857 -3.4080 -1.7511 -0.32
F -0.4895 -3.7102 0.5669 -0.37
N -0.5894 3.0558 -3.2553 0.17
S -1.8200 3.3975 -4.0077 0.72
O -2.6422 2.3649 -4.6288 -0.55
O -1.9268 4.7342 -4.5533 -0.68
F -2.7241 3.5929 -2.6578 -0.39
S 0.5281 3.0078 -4.5355 0.99
O 1.4236 4.1407 -4.6496 -0.66
O 0.1033 2.3075 -5.7531 -0.57
F 1.5325 1.9195 -3.8314 -0.13
N -5.0787 -6.5031 1.2656 -0.16
S -6.3263 -7.1745 0.8104 1.02
O -6.2944 -7.9502 -0.4623 -0.64
O -7.5968 -6.6527 1.2455 -0.61
F -6.1421 -8.3975 1.8177 -0.31
S -5.2742 -5.0141 0.4872 0.55
O -6.1365 -3.9864 1.0961 -0.34
O -5.0065 -5.0729 -0.9652 -0.45
F -3.8445 -4.3884 0.9817 -0.18
```

molecular weight	1850.2	u
max |F|	10.13	eV/Å
relative energy (zero: lowest compared OMol25 entry of this formula, charge and spin)	0.0	kJ/mol

A molecular structure, C48H112N4O10 at a distorted geometry, computed with ωB97M-V/def2-TZVPD.

XYZ file:
```
174
Properties=species:S:1:pos:R:3:mulliken_charge:R:1
O -3.5284 1.7088 -1.3088 -0.79
H -3.1201 2.5746 -1.3006 0.34
H -3.2360 1.2979 -0.4953 -0.07
O -3.2305 -0.0354 -0.1642 -0.04
H -2.5396 -0.6969 -0.1260 -0.74
H -4.0175 -0.5240 -0.4050 0.38
C -1.5695 3.2628 1.4555 -0.03
C -2.5881 3.6861 2.6677 1.78
C -4.0309 3.9345 2.2250 -1.38
C -4.9160 2.6305 2.1655 -0.11
C -4.7649 2.0145 3.5469 -1.55
C -3.2429 1.6026 3.9058 1.54
N -2.4302 2.7985 3.8029 0.44
O -1.0701 2.6795 4.2498 -0.55
C -3.3173 1.2119 5.3529 -2.26
C -2.7627 0.4789 2.9710 -2.35
C -2.1900 5.1150 3.1262 -1.75
H -2.0373 3.5756 0.5220 0.12
H -1.2626 2.2241 1.3333 -0.24
H -0.6403 3.7867 1.6797 -0.07
H -4.5124 4.7860 2.7058 0.35
H -4.0004 4.1786 1.1631 0.33
H -4.6948 1.8420 1.4461 -0.17
H -5.9359 2.9557 1.9607 0.57
H -5.4186 1.1422 3.5421 0.48
H -5.1253 2.7336 4.2824 0.44
H -4.1859 0.6267 5.6546 0.31
H -2.3748 0.8234 5.7388 0.42
H -3.2947 2.1574 5.8948 0.58
H -1.8367 -0.0634 3.1621 0.30
H -3.5445 -0.2765 2.8912 0.49
H -2.7046 0.8409 1.9445 0.23
H -1.9278 5.7381 2.2711 0.29
H -1.2237 4.9767 3.6111 0.36
H -2.8830 5.6693 3.7591 0.41
H -0.6967 2.2075 3.5019 -0.12
C 1.8210 -4.1198 -4.9368 -2.06
C 0.6392 -3.2622 -4.9311 2.08
C -0.2755 -3.7555 -6.0990 -1.31
C -1.8193 -3.4735 -5.9832 -0.98
C -2.2978 -3.6598 -4.5123 -1.91
C -1.4732 -2.9879 -3.4071 2.43
N -0.0469 -3.3595 -3.6048 -0.27
O 0.7915 -2.9583 -2.5079 -0.59
C -1.8736 -1.5690 -3.4425 -1.91
C -1.8633 -3.5217 -2.0102 -1.35
C 0.9875 -1.7797 -5.2781 -1.64
H 2.1519 -4.4243 -5.9297 0.42
H 1.7475 -4.9837 -4.2762 0.34
H 2.6786 -3.5802 -4.5351 0.41
H 0.0043 -3.2250 -7.0091 0.33
H -0.2941 -4.8204 -6.3310 0.44
H -2.3993 -4.0964 -6.6641 0.56
H -2.1405 -2.4761 -6.2834 0.37
H -2.1282 -4.6815 -4.1725 0.56
H -3.3700 -3.5164 -4.3782 0.41
H -1.6554 -1.0816 -4.3927 0.40
H -2.8831 -1.3493 -3.0950 0.66
H -1.2510 -1.0965 -2.6826 0.01
H -2.9200 -3.3653 -1.7934 0.28
H -1.5031 -4.5501 -2.0381 0.85
H -1.3017 -3.0514 -1.2030 -0.35
H 0.0793 -1.3524 -5.7031 0.38
H 1.7898 -1.8005 -6.0156 0.71
H 1.2305 -1.2749 -4.3431 -0.52
H 1.3572 -3.7314 -2.4463 0.89
C -2.6790 -1.0686 1.6370 -1.52
C -2.2414 -1.9139 2.8085 1.48
C -3.4490 -2.8729 3.1581 -0.86
C -3.4786 -4.0691 2.1729 -0.86
C -2.0950 -4.8208 2.1794 -1.40
C -0.9935 -3.9359 1.6537 2.38
N -1.0584 -2.6474 2.3777 -0.27
O 0.0765 -1.8252 2.0628 -0.14
C 0.3681 -4.6664 2.0835 -2.13
C -1.1309 -3.7664 0.1030 -1.34
C -1.9952 -1.0734 4.0940 -1.69
H -1.7977 -0.5653 1.2395 -0.22
H -3.3671 -0.2850 1.9540 1.32
H -3.1815 -1.6069 0.8333 1.11
H -3.3854 -3.3419 4.1400 0.41
H -4.3633 -2.2859 3.0705 0.41
H -3.7114 -3.5961 1.2189 0.20
H -4.2722 -4.7721 2.4260 0.50
H -2.3171 -5.6965 1.5695 0.57
H -1.9319 -5.3212 3.1339 0.55
H 1.1228 -4.0871 2.6153 0.49
H 0.2842 -5.5751 2.6796 0.55
H 0.9134 -5.0805 1.2354 0.28
H -2.0851 -3.3577 -0.2294 -0.58
H -0.4258 -3.0408 -0.3025 -1.02
H -0.9689 -4.7694 -0.2918 1.11
H -2.9500 -0.5583 4.1996 0.43
H -1.1806 -0.3498 4.1231 0.37
H -1.8600 -1.5861 5.0464 0.35
H 0.0820 -1.6967 1.1115 -0.22
C 2.6025 -0.0816 0.9063 -1.76
C 2.9455 1.3631 1.3624 1.81
C 3.9646 1.3108 2.4848 -1.03
C 4.7849 2.6235 2.6825 -0.65
C 5.4665 2.9340 1.4234 -1.46
C 4.5760 3.1573 0.2092 2.58
N 3.5439 2.0214 0.1821 0.06
O 2.8028 2.1313 -0.9634 0.21
C 3.9413 4.5476 0.4443 -2.59
C 5.4344 3.0572 -1.0732 -1.95
C 1.7326 2.0968 1.9568 -2.33
H 2.3161 -0.1324 -0.1442 -2.58
H 1.7157 -0.4448 1.4256 0.80
H 3.3818 -0.8410 0.9703 1.33
H 3.4787 1.3453 3.4599 0.12
H 4.6146 0.4411 2.5803 0.52
H 5.6407 2.4667 3.3392 0.50
H 4.1378 3.3956 3.0988 0.33
H 6.1406 2.0892 1.2821 0.30
H 6.0823 3.8047 1.6484 0.49
H 4.7214 5.3043 0.5278 0.54
H 3.2956 4.9553 -0.3335 0.33
H 3.2210 4.6227 1.2589 0.57
H 4.9428 3.5142 -1.9320 0.39
H 6.4443 3.4529 -1.1811 0.38
H 5.6242 2.0252 -1.3683 0.21
H 1.3629 1.6464 2.8780 1.01
H 0.8540 2.1605 1.3149 0.74
H 2.0268 3.1201 2.1900 0.58
H 3.0310 1.3304 -1.4410 0.70
C 2.3981 -1.9607 1.1535 -0.09
C 3.0235 -2.3241 -0.1952 -0.84
C 1.9037 -2.8230 -1.2020 -0.52
O 3.6309 -1.1306 -0.6652 -0.69
H 3.0864 -1.3544 1.7423 1.00
H 2.0002 -2.7949 1.7312 0.44
H 1.5394 -1.3277 0.9296 -0.72
H 3.6939 -3.1368 0.0841 0.84
H 1.2146 -2.0407 -1.5203 0.20
H 1.2181 -3.5745 -0.8104 0.36
H 2.2657 -3.2175 -2.1514 0.10
H 4.5850 -1.0409 -0.6080 0.53
C 3.9324 -0.1517 -3.0134 -1.48
C 2.5108 0.4195 -2.8981 0.31
C 1.3634 -0.4200 -3.6096 -0.60
O 2.2032 0.5744 -1.5287 0.17
H 3.9735 -1.1626 -2.6076 0.30
H 4.6881 0.4540 -2.5133 0.09
H 4.2797 -0.1265 -4.0463 0.54
H 2.5993 1.3942 -3.3778 0.59
H 0.4687 0.1846 -3.7585 0.40
H 1.2016 -1.3140 -3.0074 0.11
H 1.7757 -0.5783 -4.6061 1.02
H 2.1202 -0.2188 -0.9944 0.08
C 0.0035 1.2811 -0.1120 -0.38
C -0.6128 -0.0940 -0.3749 1.60
C -1.2295 -0.0757 -1.7682 -0.10
O 0.1886 -1.1783 -0.0881 0.99
H 1.0934 1.2952 -0.1195 1.74
H -0.4782 1.6859 0.7781 -1.55
H -0.1486 2.1333 -0.7744 0.74
H -1.3390 -0.2804 0.4162 -1.42
H -1.9620 0.7083 -1.9607 0.52
H -1.7720 -1.0163 -1.8634 0.20
H -0.4856 0.0364 -2.5569 -0.95
H 1.0634 -0.8607 0.1476 -0.84
C 1.3428 5.0818 0.5398 -2.01
C 0.7447 4.0914 -0.4302 2.29
C 0.0675 4.6587 -1.6744 -2.12
O 1.7360 3.2211 -0.7277 0.40
H 1.8667 4.7678 1.4426 0.45
H 0.5140 5.6872 0.9068 0.45
H 2.0118 5.5920 -0.1533 0.65
H -0.0063 3.4249 -0.0062 -0.50
H -0.7986 5.3173 -1.6097 0.31
H -0.3747 3.7729 -2.1304 0.36
H 0.7675 5.1655 -2.3386 0.43
H 2.4483 3.3107 -0.0904 -1.39
```

molecular weight	905.4	u
max |F|	16.34	eV/Å
relative energy (zero: lowest compared OMol25 entry of this formula, charge and spin)	6798.6	kJ/mol

Q: Among the records above, which one has the lowest molecular weight?
A: C48H112N4O10

Q: What is the max |F| in the second record?
A: 16.34 eV/Å